The following is a quantum chemistry calculation of C22H16BrCo2N2O6 as an isolated structure, from OMol25.

```
49
Properties=species:S:1:pos:R:3:forces:R:3
O 1.31165 4.00248 0.25169 -0.44 -1.06 -0.21
C 0.66002 3.11886 -0.11575 -0.29 1.73 0.07
Co -0.27603 1.78344 -0.69715 -0.11 0.50 -0.87
C 1.02866 1.43891 -1.80739 1.26 -0.33 -1.11
O 1.97898 1.31822 -2.45547 -0.59 -0.02 0.49
C -0.14506 0.84845 0.78291 -0.88 -0.92 1.64
O -0.04966 0.42531 1.85803 0.18 0.39 -0.98
C -2.02446 2.81730 -1.02362 1.71 2.10 1.10
C -2.57167 3.41151 0.19316 -0.74 0.36 0.29
C -2.70627 2.65347 1.37580 -0.09 0.36 0.02
C -2.97934 3.27776 2.59045 -0.13 -0.05 -0.31
C -3.21512 4.65624 2.63701 -0.06 0.14 -0.25
C -3.22783 5.39164 1.44430 -0.07 -0.23 0.04
C -2.92903 4.77700 0.22743 0.29 -0.42 0.31
C -2.04883 3.28152 -2.35722 0.60 3.45 0.97
C -1.84963 4.32132 -3.16787 -0.27 -0.30 -0.07
Co -2.37306 1.56101 -2.24206 -0.79 -4.92 -1.36
C -2.56425 0.16343 -1.17892 -0.77 -1.93 1.19
O -2.75852 -0.77976 -0.53666 0.35 1.28 -0.73
C -1.11053 0.89257 -3.31753 0.35 -1.33 -1.76
O -0.49516 0.30631 -4.10368 -0.51 0.96 1.06
C -3.89537 1.42473 -3.17923 -0.81 -0.23 -0.42
O -4.86655 1.25751 -3.78433 1.34 0.38 0.82
H -2.57585 1.56963 1.32872 0.11 0.43 0.06
H -3.01820 2.67418 3.49827 -0.02 0.20 -0.17
H -3.41931 5.14924 3.58933 0.06 -0.13 -0.26
H -3.47658 6.45296 1.44493 0.07 -0.20 0.13
H -2.92851 5.33821 -0.70940 0.08 -0.12 0.31
H -2.11876 4.22265 -4.22214 0.33 0.19 0.15
H -1.40900 5.25563 -2.81332 -0.26 -0.13 -0.09
C 3.56547 -6.33402 0.05069 0.12 0.24 -0.05
N 3.41317 -5.31415 1.06951 -0.01 -0.72 -0.10
C 4.22804 -5.55982 2.24456 0.07 -0.05 -0.06
C 2.77655 -4.12801 0.80166 -0.49 0.59 0.59
C 2.09749 -3.40071 1.83298 0.03 0.10 -0.95
Br 1.75564 -4.14492 3.57592 0.00 0.32 -0.46
C 1.49501 -2.17783 1.52289 0.48 -0.67 -0.41
N 1.49007 -1.65850 0.28590 0.25 -0.11 0.38
C 2.08696 -2.34156 -0.69082 -0.03 -0.59 0.42
C 2.71238 -3.57921 -0.49866 -0.13 0.42 0.47
H 2.83382 -6.18861 -0.75044 0.15 -0.11 0.21
H 4.57953 -6.32273 -0.37808 -0.12 -0.01 -0.08
H 3.41911 -7.32512 0.50217 -0.07 0.19 -0.08
H 4.20865 -4.70939 2.92976 0.11 -0.28 -0.23
H 3.87534 -6.46147 2.76611 0.03 0.25 0.07
H 5.26834 -5.75921 1.93635 -0.14 0.17 0.03
H 1.00159 -1.62710 2.31597 -0.10 0.09 -0.21
H 2.07298 -1.89238 -1.68541 -0.07 -0.05 0.24
H 3.17313 -4.08698 -1.34136 0.01 0.10 0.20
```
Positions in Å, forces in eV/Å.

## Properties
Frontier orbital gap: 6.146 eV
Charge: -1
Calculated total energy: -6748.40974 a.u.
Energy above the lowest of the compared OMol25 structures with the same formula, charge and spin: 0.0 kJ/mol